Entry 1:
This record from the OMol25 dataset describes an isolated molecule of H2N3P3 at a distorted geometry. The level of theory is ωB97M-V/def2-TZVPD.

XYZ file:
```
8
H2N3P3 (ωB97M-V/def2-TZVPD)
N -1.2591 1.0564 -0.8865
N 0.9149 -0.3284 1.0895
N -0.4739 1.5225 1.6202
P -1.9098 0.7555 0.4798
P 0.6553 0.6384 2.5596
P 1.0257 1.4453 0.7010
H -1.4168 0.7692 -1.8013
H 1.7951 -0.8008 0.8739
```

Its total energy is -32367.197 eV. The SMILES is [H]/N=P/N1P2#P1N2. Its largest force on an atom is 2.98 eV/Å. The energy above the lowest of the compared OMol25 structures with the same formula, charge and spin comes out at 46.4 kcal per mole.

=====

Entry 2:
This record from the OMol25 dataset describes an isolated molecule of H2N4O2 at a distorted geometry. The level of theory is ωB97M-V/def2-TZVPD.

XYZ file:
```
8
H2N4O2 (ωB97M-V/def2-TZVPD)
N -1.7589 -0.4925 0.0161
N 1.7594 0.4232 -0.1286
N -0.7208 0.3308 -0.0826
N 0.6438 -0.2528 0.2355
O -2.8472 -0.0001 -0.1127
O 2.8246 -0.2091 -0.1129
H -0.6632 1.4337 -0.1604
H 0.7624 -1.2331 0.3456
```

Its total energy is -10081.415 eV. The SMILES is O=NNNN=O. Its largest force on an atom is 4.02 eV/Å. The energy above the lowest of the compared OMol25 structures with the same formula, charge and spin comes out at 87.2 kcal per mole.

=====

Entry 3:
This record from the OMol25 dataset describes a cluster of 2 separate species, H2N4O2 in total at a distorted geometry. The level of theory is ωB97M-V/def2-TZVPD.

XYZ file:
```
8
H2N4O2 (ωB97M-V/def2-TZVPD)
N -0.4292 0.2917 -1.2110
N -0.8859 -2.0528 2.5828
N 0.7845 0.7943 -1.4549
N -0.9319 -0.0517 -0.1564
O -0.7731 -0.9241 2.4960
O -0.3080 0.0416 1.0216
H 1.4830 1.1226 -0.8121
H 1.0605 0.7783 -2.4660
```

Its total energy is -10079.876 eV. Its largest force on an atom is 4.39 eV/Å. The energy above the lowest of the compared OMol25 structures with the same formula, charge and spin comes out at 122.7 kcal per mole.

=====

Entry 4:
This record from the OMol25 dataset describes a structure of composition H2N4O2 at a distorted geometry. The level of theory is ωB97M-V/def2-TZVPD.

XYZ file:
```
8
H2N4O2 (ωB97M-V/def2-TZVPD)
N -1.4786 1.7761 0.2501
N -0.3468 1.5702 0.0045
N 0.7642 1.4108 0.1699
N 1.6644 -0.3489 -0.4639
O 0.0256 -2.1570 -0.1704
O 1.4463 -1.2614 0.1822
H -2.1747 1.9235 -0.4620
H 0.0995 -2.9132 0.4895
```

Its total energy is -10078.514 eV. Its largest force on an atom is 5.07 eV/Å. As for the multiplicity: 3. The energy above the lowest of the compared OMol25 structures with the same formula, charge and spin comes out at 54.0 kcal per mole.

=====

Entry 5:
This record from the OMol25 dataset describes a cluster of 2 separate species, H2N6O in total at a distorted geometry. The level of theory is ωB97M-V/def2-TZVPD.

XYZ file:
```
9
H2N6O (ωB97M-V/def2-TZVPD)
N -1.4459 -0.5296 -1.6780
N -1.8599 -0.4921 -0.6312
N 1.7725 0.3545 0.0052
N 1.4091 -0.3725 -0.8983
N -2.0284 -0.2706 0.5242
N 1.9289 0.6020 1.1163
O 2.4976 1.2874 1.9427
H 0.6593 -0.0272 -1.4466
H -2.9333 -0.5519 1.0656
```

Its total energy is -11012.915 eV. Its largest force on an atom is 5.03 eV/Å. The energy above the lowest of the compared OMol25 structures with the same formula, charge and spin comes out at 56.5 kcal per mole.

=====

Entry 6:
This record from the OMol25 dataset describes a cluster of 2 separate species, H2NO2S in total at a distorted geometry. The level of theory is ωB97M-V/def2-TZVPD.

XYZ file:
```
6
H2NO2S (ωB97M-V/def2-TZVPD)
N 1.3774 -0.4048 -0.0237
O -0.9249 0.4891 -0.4092
O 3.8173 -0.2317 -0.0804
S 2.5490 0.4415 -0.4621
H 0.0521 -0.1001 -0.5176
H -0.5944 1.2229 0.1768
```

Its total energy is -16452.613 eV. Its largest force on an atom is 3.71 eV/Å. The net charge is -1. The energy above the lowest of the compared OMol25 structures with the same formula, charge and spin comes out at 19.5 kcal per mole.

=====

Entry 7:
This record from the OMol25 dataset describes an isolated molecule of H2NO3PS at a distorted geometry. The level of theory is ωB97M-V/def2-TZVPD.

XYZ file:
```
8
H2NO3PS (ωB97M-V/def2-TZVPD)
N 0.9396 0.4910 -0.9216
O -0.2999 -0.3413 1.2568
O 1.2436 -1.7386 0.1193
O -1.9320 1.0396 0.1549
P 0.1362 -0.9073 -0.3370
S -1.7146 -0.2903 0.6578
H 0.1131 1.1313 -0.8978
H 1.5139 0.6155 -0.0324
```

Its total energy is -27787.379 eV. Its largest force on an atom is 2.86 eV/Å. The energy above the lowest of the compared OMol25 structures with the same formula, charge and spin comes out at 57.8 kcal per mole.

=====

Entry 8:
This record from the OMol25 dataset describes a cluster of 2 separate species, H2NO4P in total at a distorted geometry. The level of theory is ωB97M-V/def2-TZVPD.

XYZ file:
```
8
H2NO4P (ωB97M-V/def2-TZVPD)
N 0.7537 -1.1500 0.1449
O 0.4449 2.6599 -1.7911
O 1.8949 2.9885 0.3040
O -0.6899 2.6522 0.4877
O -0.7343 -1.1174 0.1269
P 0.5936 2.4874 -0.2872
H 1.2160 -0.3566 0.6495
H -0.9796 -0.2732 0.3716
```

Its total energy is -18998.834 eV. Its largest force on an atom is 3.87 eV/Å. The net charge is -2. The energy above the lowest of the compared OMol25 structures with the same formula, charge and spin comes out at 58.5 kcal per mole.

=====

Entry 9:
This record from the OMol25 dataset describes the ion H2NO4S with charge -1 at a distorted geometry. The level of theory is ωB97M-V/def2-TZVPD.

XYZ file:
```
8
H2NO4S (ωB97M-V/def2-TZVPD)
N 0.5579 0.7698 0.4552
O -1.7877 0.0240 1.0254
O -0.8964 -0.8100 -1.1055
O 0.7457 -0.3624 1.2628
O 1.3813 0.7542 -0.7282
S -1.1297 0.4269 -0.2310
H 0.3268 -1.0966 0.6442
H 0.8021 0.2942 -1.3228
```

Its total energy is -20546.038 eV. Its largest force on an atom is 3.07 eV/Å. The net charge is -1. The energy above the lowest of the compared OMol25 structures with the same formula, charge and spin comes out at 41.1 kcal per mole.

=====

Entry 10:
This record from the OMol25 dataset describes a cluster of 2 separate species, H2NOS2 in total at a distorted geometry. The level of theory is ωB97M-V/def2-TZVPD.

XYZ file:
```
6
H2NOS2 (ωB97M-V/def2-TZVPD)
N -1.6066 -0.8339 0.5137
O 0.1129 0.4892 -2.6384
S -0.5495 3.0404 -1.2503
S -0.3849 0.9702 -1.3130
H -0.6302 -0.7814 0.2379
H 0.7931 0.8249 -0.4599
```

Its total energy is -25236.807 eV. Its largest force on an atom is 1.86 eV/Å. The net charge is -1. The energy above the lowest of the compared OMol25 structures with the same formula, charge and spin comes out at 94.6 kcal per mole.

=====

Entry 11:
This record from the OMol25 dataset describes a structure of composition H2O at a distorted geometry. The level of theory is ωB97M-V/def2-TZVPD.

XYZ file:
```
3
H2O (ωB97M-V/def2-TZVPD)
O 0.4995 -0.1331 -0.0110
H 0.1586 0.7571 0.0062
H -0.6580 -0.6240 0.0049
```

Its total energy is -2078.584 eV. Its largest force on an atom is 6.58 eV/Å. The energy above the lowest of the compared OMol25 structures with the same formula, charge and spin comes out at 29.5 kcal per mole.

=====

Entry 12:
This record from the OMol25 dataset describes the ion H2O3PS with charge -1 at a distorted geometry. The level of theory is ωB97M-V/def2-TZVPD.

XYZ file:
```
7
H2O3PS (ωB97M-V/def2-TZVPD)
O 0.2065 -1.2544 -1.5011
O 1.8535 0.3160 -0.5730
O -0.5448 1.0180 -0.9698
P -0.1175 -0.2751 1.4516
S 0.3864 -0.0263 -0.7103
H -1.1988 -0.8240 0.9155
H -0.5852 1.0458 1.3870
```

Its total energy is -26299.741 eV. The SMILES is O=S(=O)([O-])P. Its largest force on an atom is 4.81 eV/Å. The net charge is -1. The energy above the lowest of the compared OMol25 structures with the same formula, charge and spin comes out at 0.0 kcal per mole.